(1)
A 2-piece molecular cluster, C3HBrO4S overall in a non-equilibrium geometry, computed with ωB97M-V with the def2-TZVPD basis set.

```
10
Properties=species:S:1:pos:R:3:forces:R:3:lowdin_charge:R:1
Br 1.85645 -1.64321 -0.15875 -0.4 0.3 -0.1 0.6186
S -1.68310 -1.23424 -1.39630 1.9 -0.7 -0.7 0.2372
O -0.28083 1.38255 -1.60219 0.2 0.1 0.3 -0.0987
O -1.37586 0.18540 1.34747 -1.7 0.2 0.1 -0.0620
O 0.66300 0.10994 2.19960 1.4 -0.1 1.0 -0.0414
O 1.70483 1.47481 -0.58002 1.5 0.6 0.6 -0.0564
C -0.17414 -0.01029 1.32305 0.4 -0.5 -0.8 -0.8398
C 0.62107 0.96852 -0.86134 -0.8 0.1 -1.7 -0.8734
C 0.43586 -0.35102 -0.11371 -1.7 -0.4 -0.2 -0.5204
H -1.76731 -0.88244 -0.15781 -0.9 0.5 1.5 -0.3637
```
Forces are in eV/Å.

Properties
Relative energy (zero: lowest compared OMol25 entry of this formula, charge and spin): 312.28 kJ/mol
HOMO level: -0.0128 Eh
Kohn-Sham gap: 5.747 eV
Net charge: -2



(2)
C37H50F3IrN4O3P2S2Si2 as an isolated structure in a non-equilibrium geometry, computed with ωB97M-V with the def2-TZVPD basis set.

```
104
Properties=species:S:1:pos:R:3:forces:R:3:lowdin_charge:R:1
Ir 0.59464 -0.44615 -0.63723 -0.2 0.7 0.7 0.9629
S 1.69471 -2.11243 -2.82780 -0.2 0.2 0.1 0.5058
S 2.76899 -0.70909 0.48346 -0.2 -0.3 0.2 0.8195
P -2.15364 -0.55877 -0.93619 -0.3 -0.1 0.1 0.6937
P -0.73231 -0.32054 1.74915 0.3 -0.1 0.5 0.6860
Si -1.05945 0.91861 -3.37384 0.1 0.1 0.4 0.3578
Si 0.67040 2.37510 1.58518 -0.1 -0.1 -0.1 0.3339
F 4.32810 -1.92955 -2.69158 0.0 0.0 0.0 0.1214
F 3.47801 -3.18515 -1.14539 0.0 -0.1 0.0 0.1059
F 3.59061 -3.90670 -3.16797 0.0 0.0 0.0 0.1429
O 0.81073 -2.55191 -1.74150 0.1 0.2 -0.3 -0.3765
O 1.45684 -2.61121 -4.14420 0.0 -0.1 0.0 -0.2541
O 1.84482 -0.65072 -2.70357 0.4 -0.1 -0.1 -0.4211
N -1.04164 0.32209 -1.71560 -0.2 -0.3 -0.5 -0.3544
N 4.51675 0.76056 -1.05746 0.0 -0.2 -0.1 -0.1668
N 5.34699 -0.52422 0.65662 0.1 0.1 0.1 -0.2307
N 0.32327 0.74190 1.11724 0.1 0.4 -0.3 -0.4014
C -5.92496 0.58228 0.20008 0.0 0.0 0.0 -0.0693
C 1.87886 -2.64462 3.94269 0.0 0.1 0.0 -0.0806
C 1.34070 -1.58299 3.21773 0.0 0.1 0.3 -0.1323
C -1.58270 0.26454 4.35004 -0.1 0.0 0.0 -0.0850
C -0.69391 3.55949 1.10380 -0.1 0.1 -0.1 -0.1599
C -2.90926 1.25055 2.61370 0.0 0.0 0.1 -0.0799
C -2.20750 -3.21455 -1.73461 0.0 0.0 0.0 -0.0778
C -4.23103 -2.84774 -3.61133 0.0 0.0 0.0 -0.0804
C 0.02084 -1.61260 2.80253 0.2 0.0 -0.2 -0.3214
C 6.16392 0.50993 1.29766 0.0 -0.1 -0.1 -0.0491
C -2.73913 1.63605 -3.80501 -0.1 0.0 0.0 -0.1595
C -5.84297 1.96635 0.13526 0.0 0.0 0.0 -0.0788
C 0.91756 2.45026 3.43989 0.0 0.0 0.1 -0.1562
C -2.60952 -4.26845 -2.54419 0.0 0.0 0.0 -0.0646
C -4.66180 2.57611 -0.26736 0.0 0.0 0.0 -0.0737
C -4.82957 -0.19575 -0.15057 0.0 0.0 0.1 -0.0731
C 5.81858 0.81076 -1.72064 0.0 -0.1 0.1 -0.0393
C 4.24689 -0.10666 -0.06906 0.0 0.0 0.0 -0.6655
C -3.82696 -1.79280 -2.80861 0.0 0.0 0.0 -0.1000
C 3.52287 1.54665 -1.76588 -0.1 -0.2 0.1 -0.0899
C -3.69071 1.88610 3.56600 0.0 0.0 0.0 -0.0672
C 1.08791 -3.73043 4.26957 -0.1 0.0 0.0 -0.0860
C -2.35758 0.90744 5.30422 0.0 0.0 0.0 -0.0741
C -3.56483 1.79834 -0.60422 0.0 -0.1 0.0 -0.1390
C -3.61369 -4.08584 -3.48352 0.0 0.0 0.0 -0.0807
C -0.74390 -0.32122 -4.71364 0.0 -0.2 -0.1 -0.1613
C -0.77543 -2.70713 3.14610 0.0 0.0 -0.1 -0.0878
C 5.27258 -1.72636 1.47575 0.0 0.0 -0.1 -0.1023
C -0.24901 -3.75547 3.87665 0.1 0.0 0.1 -0.0771
C -1.19473 -1.10899 0.34023 0.1 -0.6 0.0 -0.4735
C 0.20096 2.28736 -3.42990 0.2 0.1 0.0 -0.1604
C -1.84935 0.42640 2.98658 -0.1 0.1 0.0 -0.2560
C -3.63991 0.40688 -0.55178 -0.1 0.1 -0.2 -0.2986
C 3.36701 -2.82851 -2.42248 0.0 0.0 -0.1 -0.6524
C -2.80907 -1.96723 -1.86725 0.0 0.1 -0.3 -0.2864
C -3.41452 1.71647 4.91451 0.0 0.0 0.0 -0.0772
C 2.20720 3.02743 0.76051 0.1 0.0 -0.1 -0.1760
H 1.31434 1.51086 3.83408 0.0 0.0 0.0 0.0214
H 2.59485 1.57287 -1.20476 0.1 -0.2 -0.1 0.0164
H 0.28613 -0.65762 -4.75270 0.0 0.0 0.0 0.0005
H 5.82700 0.66075 2.32888 0.0 0.0 0.0 0.0960
H 4.79039 -2.52933 0.92613 0.0 0.0 0.0 0.0691
H 1.50277 -4.55711 4.83204 0.0 0.0 0.0 0.1007
H 2.44007 4.02109 1.15258 0.0 0.0 0.1 0.0413
H -4.51221 2.51698 3.25036 0.0 0.0 0.0 0.1044
H 0.35773 2.63004 -4.45660 0.0 0.0 0.0 0.0375
H -0.87315 -4.60175 4.13372 0.0 0.0 0.0 0.1025
H -1.38094 -1.20148 -4.58369 0.0 0.0 0.0 0.0365
H 6.08280 1.45490 0.77463 0.0 0.1 -0.1 0.0798
H 6.30151 1.77722 -1.56332 0.0 0.0 0.0 0.0936
H -0.76335 -0.36232 4.67067 0.0 0.0 0.0 0.1026
H 1.94777 -0.71974 2.98925 0.1 0.0 0.0 0.0489
H 3.06630 2.37666 0.93669 0.0 0.0 0.0 0.0171
H -4.59385 3.65573 -0.31343 0.0 0.0 0.0 0.1108
H -0.12558 3.14316 -2.83286 0.0 0.0 0.0 0.0300
H -0.98315 0.12414 -5.68444 -0.1 0.0 0.0 0.0418
H 2.05316 3.12892 -0.31493 0.0 0.1 0.1 0.0172
H -3.12459 1.40290 1.57201 0.0 0.0 0.0 0.0641
H 6.46450 0.01676 -1.36468 0.0 0.0 0.1 0.0926
H 3.33265 1.11864 -2.74624 0.0 0.0 -0.1 0.0807
H -2.13429 0.77421 6.35485 0.0 0.0 0.0 0.1054
H -5.02103 -2.70413 -4.33730 0.0 0.0 0.0 0.1030
H -6.84550 0.10751 0.51381 0.0 0.0 0.0 0.1052
H -3.26131 2.11939 -2.98427 0.0 0.1 -0.1 0.0028
H -4.31136 -0.82929 -2.91150 0.0 0.0 0.0 0.0971
H -3.91838 -4.90859 -4.11787 0.0 0.0 0.0 0.1022
H 3.90910 2.56168 -1.87757 -0.1 0.0 0.0 0.1076
H 1.16111 1.94157 -3.04139 -0.1 0.0 0.0 -0.0054
H 4.71950 -1.55384 2.40453 0.0 0.0 0.0 0.0729
H -0.33420 4.59141 1.15880 0.0 0.0 0.0 0.0349
H -1.42886 -3.34468 -0.99589 0.0 0.0 0.0 0.0835
H -4.02099 2.21428 5.66061 0.0 0.0 0.0 0.1038
H -2.12976 -5.23320 -2.44219 0.0 0.0 0.0 0.1066
H 6.29446 -2.01805 1.71961 0.0 0.0 0.0 0.0919
H 7.21005 0.20225 1.31502 0.0 0.0 0.0 0.0931
H -1.56395 3.47217 1.75647 0.0 0.0 0.0 0.0177
H -3.39450 0.86568 -4.21737 0.0 0.0 0.0 0.0244
H -4.89659 -1.27580 -0.09932 0.0 0.0 0.0 0.1149
H -6.70177 2.57101 0.39819 0.0 0.0 0.0 0.1043
H 2.91767 -2.61785 4.24888 0.0 0.0 0.0 0.0982
H -0.01708 2.66205 3.96356 0.0 0.0 0.0 0.0251
H -2.58822 2.38589 -4.58751 0.0 0.0 0.0 0.0382
H 5.65492 0.67838 -2.79149 0.0 0.0 0.0 0.0964
H -2.63084 2.25953 -0.89750 0.0 0.0 0.0 0.0823
H -1.01482 3.37223 0.07558 0.0 0.0 0.0 0.0131
H -1.80909 -2.74332 2.81994 0.0 0.0 0.0 0.1118
H 1.62895 3.24339 3.68514 0.0 0.0 0.0 0.0312
```
Forces are in eV/Å.

Properties
Relative energy (zero: lowest compared OMol25 entry of this formula, charge and spin): 107.00 kJ/mol
HOMO level (alpha / beta): -0.2615 / -0.2615 Eh
Kohn-Sham gap (alpha / beta): 7.429 / 7.430 eV